Record 1
24
Properties=species:S:1:pos:R:3:forces:R:3 method="wB97M-V/def2-TZVPD" s_squared=2.01 lumo_energy_ev="0.686 / -2.031" energy_ev=-38283.148 multiplicity=3
H -1.993676 -0.838453 -0.652483 -1.012 -0.059 0.695
C -0.238201 0.338021 -1.063311 -2.110 -0.581 -1.624
H -0.961959 1.063426 -1.465568 1.069 0.548 0.116
C -1.008912 -0.941087 -1.021037 3.088 -1.147 -0.247
P -1.947497 1.004033 1.478894 0.777 -0.928 1.432
H 1.317175 0.710953 2.818309 0.490 -0.100 0.065
N -0.260727 0.921590 1.259542 -1.719 1.010 1.155
H 1.438155 -0.240715 -2.211349 0.228 -1.569 0.235
N -1.085024 -1.756162 -3.493176 0.054 -0.107 -0.329
H 2.578428 1.632446 -2.117399 3.540 -0.078 -1.415
H 1.015508 2.145796 -2.476705 -0.104 0.011 0.622
H 0.712883 -1.976195 4.088459 -1.189 0.661 -1.132
H 1.734470 2.156447 -0.781031 -0.111 1.945 0.996
H 0.203236 -2.572894 -0.704129 0.377 -1.008 -1.295
C 1.220444 0.280622 -1.291848 -0.742 2.057 -0.522
C -1.061899 -1.419827 -2.397109 -0.371 -0.229 -0.348
H -2.067928 0.880790 2.996801 0.046 0.200 -1.716
P -0.406893 -1.223235 3.403260 0.790 0.000 2.867
O -0.212504 -1.875641 -0.243880 -1.671 1.182 1.621
H -2.125005 2.368873 1.404462 -0.017 0.773 -0.043
H 1.694241 0.023627 -0.320197 0.264 -0.488 -1.322
H -0.925561 -2.175685 2.595509 -0.249 -1.286 -0.825
C 1.662223 1.692112 -1.714256 -2.523 -0.880 0.786
P 0.719024 -0.198842 1.908239 1.095 0.071 0.227

Record 2
21
Properties=species:S:1:pos:R:3:forces:R:3 method="wB97M-V/def2-TZVPD" e_above_lowest_kj_mol=191.3 lumo_energy_ev=0.757 energy_ev=-17661.808 multiplicity=1 smiles="CN(C)C(=P)N(C)C"
C 2.249599 -0.612414 0.481471 -2.420 -1.016 0.258
H 0.593794 1.039798 -2.051686 -0.393 0.084 0.403
H -0.744916 -1.757727 -1.005933 -0.793 -0.141 0.186
H 1.579816 1.854237 1.544059 0.480 -0.501 -0.683
H -2.508659 -1.411787 -1.079882 -1.122 0.523 -1.383
C -1.645934 -1.363211 -0.491848 2.416 -3.070 1.054
P 0.196868 1.745805 1.374336 -1.996 0.293 0.945
C -2.396065 0.387334 0.762821 -1.556 2.917 -1.863
H 2.009177 1.501777 -1.133290 0.865 2.327 1.121
H 1.882217 -1.468638 1.086036 0.463 0.406 -0.127
H -2.316466 0.087644 1.752829 -0.413 -1.289 1.954
H -2.330133 1.464142 0.845026 0.125 0.557 -0.017
H 2.109712 0.314667 -2.230584 0.431 -1.332 -0.325
H 3.073072 -0.976857 -0.111070 0.266 0.349 -0.269
H -1.946488 -2.062432 0.372791 0.805 0.750 -0.798
N 1.095405 -0.227085 -0.341737 -1.525 0.551 -1.676
N -1.323732 -0.078821 -0.028981 0.776 1.242 0.819
H 2.418232 0.199333 1.143989 1.263 0.561 0.665
C 1.454678 0.707475 -1.483603 -1.062 -1.893 0.397
H -3.363342 0.279925 0.217373 0.611 -0.625 0.820
C -0.086835 0.376836 0.377882 2.779 -0.691 -1.479

Repeat the first record exactly.
24
Properties=species:S:1:pos:R:3:forces:R:3 method="wB97M-V/def2-TZVPD" s_squared=2.01 lumo_energy_ev="0.686 / -2.031" energy_ev=-38283.148 multiplicity=3
H -1.993676 -0.838453 -0.652483 -1.012 -0.059 0.695
C -0.238201 0.338021 -1.063311 -2.110 -0.581 -1.624
H -0.961959 1.063426 -1.465568 1.069 0.548 0.116
C -1.008912 -0.941087 -1.021037 3.088 -1.147 -0.247
P -1.947497 1.004033 1.478894 0.777 -0.928 1.432
H 1.317175 0.710953 2.818309 0.490 -0.100 0.065
N -0.260727 0.921590 1.259542 -1.719 1.010 1.155
H 1.438155 -0.240715 -2.211349 0.228 -1.569 0.235
N -1.085024 -1.756162 -3.493176 0.054 -0.107 -0.329
H 2.578428 1.632446 -2.117399 3.540 -0.078 -1.415
H 1.015508 2.145796 -2.476705 -0.104 0.011 0.622
H 0.712883 -1.976195 4.088459 -1.189 0.661 -1.132
H 1.734470 2.156447 -0.781031 -0.111 1.945 0.996
H 0.203236 -2.572894 -0.704129 0.377 -1.008 -1.295
C 1.220444 0.280622 -1.291848 -0.742 2.057 -0.522
C -1.061899 -1.419827 -2.397109 -0.371 -0.229 -0.348
H -2.067928 0.880790 2.996801 0.046 0.200 -1.716
P -0.406893 -1.223235 3.403260 0.790 0.000 2.867
O -0.212504 -1.875641 -0.243880 -1.671 1.182 1.621
H -2.125005 2.368873 1.404462 -0.017 0.773 -0.043
H 1.694241 0.023627 -0.320197 0.264 -0.488 -1.322
H -0.925561 -2.175685 2.595509 -0.249 -1.286 -0.825
C 1.662223 1.692112 -1.714256 -2.523 -0.880 0.786
P 0.719024 -0.198842 1.908239 1.095 0.071 0.227